Computed, not measured: a structure of composition C38H37AgN9O2PS2, with ωB97M-V/def2-TZVPD.

Structure (XYZ):
```
90
Properties=species:S:1:pos:R:3:forces:R:3
C -0.351595 -2.931202 -0.888815 0.0 0.1 -0.1
H 0.581057 0.080177 -7.915372 0.1 0.0 0.1
O -2.040432 -3.016072 -2.859557 -0.1 0.1 0.1
C -0.906066 4.883529 -4.351896 0.0 0.0 0.0
H 3.549267 0.897174 8.177527 -0.1 0.0 -0.1
N -2.848290 4.224067 -1.254570 0.0 0.1 -0.1
C 3.703671 0.129345 -2.960297 0.1 0.0 -0.1
H 4.741133 0.687623 3.175584 0.0 0.0 -0.1
C -1.953459 -2.080138 3.956137 0.0 0.0 -0.1
C 3.797594 0.593665 2.645757 0.2 0.0 0.1
N 1.404791 -0.163632 -1.449102 -0.2 0.0 -0.2
C 2.609034 0.581299 3.339463 -0.1 0.0 0.2
C -1.113776 3.212811 -2.162046 0.0 -0.1 0.1
Ag -0.662760 0.479893 -0.042839 0.1 0.2 0.1
C -2.508185 -0.274383 2.790325 0.0 -0.1 0.0
O -2.300321 -0.907194 -1.328722 0.2 -0.5 0.1
N -2.856752 -1.031298 3.870048 0.0 0.0 0.1
H -3.601224 4.860822 -1.061438 0.0 0.0 0.0
N -1.482020 -0.757957 2.144340 0.1 -0.2 0.2
C 5.025502 0.534540 0.481549 0.0 0.0 0.1
H 5.923363 0.503717 -1.434391 -0.1 0.0 0.0
P -1.995355 -2.365011 -1.504224 -0.4 0.2 -0.7
H -1.646826 2.176739 1.935821 0.1 0.0 0.0
H -3.385664 -4.240956 -0.639234 -0.1 0.0 0.0
C 1.431695 0.491530 2.566239 -0.1 0.0 0.0
H 0.782641 3.670829 -4.903446 0.0 0.0 0.0
H 0.404788 -0.463177 -3.206736 0.0 0.0 0.0
S 3.938181 0.841450 5.776972 0.1 0.0 -0.1
C -1.996485 4.274904 -2.351373 -0.1 0.0 0.1
H 0.187132 0.068492 -5.323409 0.1 0.0 -0.1
C 3.808829 0.476958 1.249843 0.1 0.0 -0.1
C 0.199394 -3.740997 3.647154 0.0 0.0 0.0
N 1.408409 0.349889 1.258278 0.1 0.0 0.1
H 0.192161 -2.086093 -0.482239 0.2 0.1 0.1
H -4.195694 0.761015 1.999102 0.0 0.0 0.0
H 5.962205 0.685028 1.007481 -0.1 0.0 0.0
C -3.228058 0.999079 2.446411 0.1 0.0 -0.1
C 2.584938 0.310954 0.594625 -0.2 0.0 0.0
S 3.690020 -0.116552 -6.126884 0.1 0.0 0.1
C -0.091723 2.980926 -3.080794 0.0 -0.1 0.0
H -5.429019 -2.740217 -0.586464 -0.1 0.0 0.2
C 0.036304 -2.709376 2.739983 0.0 0.0 -0.1
C -0.003010 3.822177 -4.172506 0.0 0.0 0.0
H -3.245226 -2.909725 0.555643 -0.1 0.0 0.0
C -3.322487 -3.164865 -0.500500 -0.1 0.0 0.0
C 5.005719 0.433228 -0.860004 0.1 0.0 -0.2
H -0.563103 -4.779463 5.372303 0.0 0.1 0.0
C 2.696779 -0.038474 -7.510178 0.0 0.0 -0.1
H -3.576836 -0.815076 4.538334 0.0 0.0 0.0
C 2.571421 0.119699 -0.839962 0.0 0.0 0.0
H -0.802658 5.525721 -5.217839 0.0 0.0 0.0
C -3.194577 2.795324 0.776858 0.2 -0.1 -0.1
H -0.442534 -3.713470 -0.141675 0.1 -0.1 0.0
C 1.171306 0.002214 -5.777302 -0.2 0.0 0.0
C 2.528411 0.649628 4.807134 0.1 0.0 -0.1
H -4.393989 -1.500113 -1.082020 0.0 0.1 0.1
H 0.781785 -2.506436 1.980251 0.0 0.0 0.0
H 3.142976 -0.041581 -8.495970 -0.1 0.0 0.1
C 1.418880 0.556298 5.603605 -0.2 0.0 0.0
H 0.463092 0.534942 3.053665 0.1 0.0 -0.1
C 2.335521 -0.075158 -5.061404 0.1 0.0 0.0
N 0.361222 -3.452724 -2.114981 -0.2 0.1 0.2
C -0.722263 -3.956748 4.685103 0.0 0.0 0.0
H -2.605982 5.958718 -3.577936 0.1 -0.1 0.0
H -2.497471 -3.266293 5.692184 0.1 0.0 -0.1
C 3.043347 0.802750 7.225680 0.0 0.0 0.1
H 0.412519 0.420012 5.221476 0.1 0.0 0.0
H 0.798421 -4.356806 -1.977401 0.1 -0.2 0.1
H -3.444634 1.540227 3.374709 0.0 0.0 0.1
C 1.377427 0.020971 -7.183525 -0.1 0.0 0.1
H 1.066537 -2.792688 -2.434799 0.2 0.2 0.0
N -1.441599 2.537061 -0.982655 0.1 -0.1 0.0
H -3.375063 3.693901 1.373994 0.0 0.1 0.0
H -4.667178 -2.779767 -2.058266 0.0 -0.1 -0.1
N -4.569378 -2.513575 -1.075857 0.5 -0.1 0.0
C 1.377817 -0.250764 -2.765997 -0.2 -0.1 0.1
H 0.613613 2.173144 -2.926827 0.0 0.1 0.0
H -0.393855 -3.513904 -2.850404 -0.2 0.0 0.0
H 0.969282 0.595629 7.777330 0.1 0.0 -0.1
C 3.768528 0.222600 -1.564135 0.1 0.0 0.0
H 1.071143 -4.382271 3.580305 -0.1 0.0 0.0
C -1.084812 -1.885732 2.878086 0.0 0.1 0.0
C 1.712678 0.646014 6.991039 -0.1 0.0 0.0
C -1.808792 -3.123185 4.867021 0.0 0.0 0.0
H 4.616592 0.236845 -3.537782 0.0 0.0 0.0
C 2.495933 -0.067546 -3.600151 0.0 0.0 -0.2
C -1.916305 5.133016 -3.443062 0.0 0.1 0.0
C -2.466158 3.171192 -0.484714 0.0 0.0 -0.1
N -2.456871 1.765692 1.487991 -0.1 0.1 0.1
H -4.174546 2.397147 0.506348 0.0 0.0 0.0
```
Forces are in eV/Å.

- LUMO: -4.75 eV
- DFT total energy: -3397.956369 a.u.
- Total charge: +2
- Frontier orbital gap: 0.2669 Ha

What are the Löwdin partial charges on each atom? They are as follows, in elementary charge units: C -0.17; H 0.11; O -0.33; C -0.07; H 0.08; N 0.17; C 0.04; H 0.11; C -0.19; C 0.04; N 0.07; C -0.18; C -0.21; Ag 0.70; C -0.31; O -0.38; N 0.17; H 0.17; N 0.12; C 0.00; H 0.13; P 0.40; H 0.12; H 0.11; C -0.08; H 0.11; H 0.12; S 1.08; C -0.18; H 0.11; C -0.13; C -0.07; N 0.07; H 0.05; H 0.13; H 0.13; C -0.14; C -0.16; S 1.07; C -0.01; H 0.17; C -0.04; C -0.07; H 0.10; C -0.16; C 0.00; H 0.11; C -0.39; H 0.17; C -0.16; H 0.11; C -0.13; H 0.10; C -0.12; C -0.49; H 0.14; H 0.10; H 0.08; C -0.12; H 0.09; C -0.50; N 0.15; C -0.07; H 0.12; H 0.12; C -0.39; H 0.10; H 0.17; H 0.13; C -0.17; H 0.13; N 0.11; H 0.13; H 0.16; N 0.15; C -0.13; H 0.09; H 0.11; H 0.11; C -0.12; H 0.11; C -0.24; C -0.17; C -0.01; H 0.12; C -0.20; C -0.01; C -0.31; N -0.09; H 0.13